[1]
{"formula": "C10H20N2S", "method": "the ωB97M-V functional and the def2-TZVPD basis", "species": ["H", "C", "H", "H", "H", "C", "H", "C", "H", "C", "H", "N", "C", "C", "H", "H", "C", "H", "C", "H", "H", "H", "H", "H", "H", "C", "H", "H", "S", "C", "N", "H", "H"], "coordinates": [[3.140, -1.474, 3.050], [0.077, -0.666, -1.201], [0.752, -2.521, -1.032], [3.400, -1.695, -0.508], [1.675, -2.397, 2.771], [2.536, -1.003, -0.292], [-1.552, 3.241, -1.923], [1.844, -2.559, 1.612], [2.647, -0.015, -0.347], [3.507, -1.016, 2.076], [1.302, -0.416, 1.511], [1.213, -1.432, -0.873], [-1.877, 2.113, -1.897], [2.185, -1.102, 1.064], [3.725, 0.216, 2.372], [-1.886, 0.347, 1.131], [-1.237, 1.298, -0.611], [-1.034, 2.133, 0.163], [-3.436, 1.951, -1.632], [0.754, 0.998, 0.032], [4.372, -1.672, 1.920], [-3.988, 1.117, -1.856], [-3.880, 2.862, -2.222], [2.795, -3.151, 1.440], [-1.317, 1.898, -2.905], [-2.285, 0.634, 0.027], [-2.802, 2.875, 0.384], [-4.571, 1.940, 0.352], [-1.031, -1.633, -2.057], [-3.390, 1.923, -0.064], [0.077, 0.640, -0.872], [1.070, -3.181, 0.853], [-2.784, -0.256, -0.466]], "homo_ha": -0.289, "total_charge": 0, "de_lowest_kcal_mol": 148.9, "e_lumo_ev": 0.36}

***

[2]
{"formula": "C10H20N3", "method": "the ωB97M-V functional and the def2-TZVPD basis", "species": ["H", "C", "C", "C", "N", "H", "N", "H", "H", "H", "H", "H", "C", "C", "H", "C", "H", "H", "H", "H", "H", "H", "H", "H", "C", "H", "H", "H", "H", "C", "C", "C", "N"], "coordinates": [[1.535, -1.891, 3.983], [1.025, 0.271, -2.549], [0.845, -2.949, 2.095], [-0.130, -3.091, -0.172], [0.523, -2.390, 0.919], [1.508, 0.038, 2.629], [1.267, -0.831, 2.240], [-2.733, 1.671, -1.854], [2.422, 2.104, -0.861], [0.211, 2.021, -1.686], [0.661, -3.289, -0.871], [0.759, -4.019, 2.225], [1.392, -1.985, 2.918], [-1.254, 2.630, 0.441], [1.482, 0.915, -3.409], [1.712, 1.397, -0.484], [-3.040, 0.153, -1.125], [1.817, -0.343, -2.089], [1.457, 1.644, 0.644], [-1.758, 0.563, 0.984], [-1.126, 3.362, -0.421], [0.110, -0.351, -2.842], [-0.406, 2.986, 1.144], [-0.724, -3.923, 0.017], [0.683, -1.054, 1.060], [2.406, 0.464, -0.261], [-2.120, 3.104, 0.988], [-0.724, -2.395, -0.652], [-3.594, 1.330, -0.202], [0.589, 1.114, -1.325], [-1.539, 1.182, 0.048], [-2.727, 1.133, -0.839], [-0.528, 0.427, -0.693]], "homo_ha": [-0.469, -0.469], "total_charge": 1, "de_lowest_kcal_mol": 147.9, "e_lumo_ev": [-5.64, -5.64]}

***

[3]
{"formula": "C10H20N3O2", "method": "the ωB97M-V functional and the def2-TZVPD basis", "species": ["H", "C", "C", "H", "H", "C", "H", "H", "H", "C", "H", "H", "H", "H", "H", "H", "C", "C", "C", "H", "C", "H", "C", "H", "H", "O", "H", "C", "H", "N", "H", "N", "O", "N", "H"], "coordinates": [[-2.764, 3.960, -1.852], [-0.886, 2.083, -1.328], [-1.040, 3.087, -2.484], [-0.295, -1.193, 2.964], [-1.302, -3.357, 1.087], [0.796, -3.117, 1.281], [-0.582, 0.641, -2.619], [-2.897, -1.697, 2.054], [0.214, 2.661, 0.436], [0.459, 2.284, -0.545], [2.878, -1.482, -1.027], [-2.992, 2.748, -2.909], [2.011, -1.810, 2.569], [-0.393, 3.947, -2.336], [0.448, 0.576, 1.689], [0.980, -3.602, 0.327], [-0.610, -2.540, 1.276], [1.745, -0.873, 0.669], [-1.023, -1.904, 2.593], [-0.739, 2.593, -3.404], [1.925, 0.360, -1.159], [-0.771, -1.818, 0.480], [1.920, -2.081, 1.527], [1.125, 2.983, -1.034], [2.163, 0.735, -2.134], [-1.045, 0.755, -1.786], [2.851, -2.544, 1.216], [1.035, 0.280, 0.848], [-1.203, -2.674, 3.339], [-2.411, 3.554, -2.710], [0.851, -3.877, 2.054], [2.301, -0.788, -0.585], [-2.217, -1.137, 2.437], [1.157, 1.020, -0.315], [-1.691, 2.228, -0.620]], "homo_ha": -0.455, "total_charge": 1, "de_lowest_kcal_mol": 6.3, "e_lumo_ev": -2.82}

***

[4]
{"formula": "C10H20OSi", "method": "the ωB97M-V functional and the def2-TZVPD basis", "species": ["C", "H", "C", "H", "H", "H", "H", "H", "C", "C", "H", "H", "H", "C", "C", "C", "H", "O", "C", "H", "H", "H", "H", "Si", "H", "C", "C", "H", "H", "H", "H", "H"], "coordinates": [[-0.165, -0.149, 2.552], [-0.968, -0.910, 2.888], [1.315, -2.384, -1.836], [0.402, -2.731, -1.629], [2.745, -2.923, -0.270], [0.439, -0.397, -2.285], [1.096, 2.807, 1.368], [-0.733, -1.175, -4.227], [0.944, -1.225, -2.810], [1.289, -1.430, 0.469], [-2.484, 0.470, -0.219], [0.265, 3.302, 2.802], [1.807, -0.845, -3.237], [-2.599, 2.014, 2.782], [-1.579, 1.068, -0.097], [0.609, -0.744, 1.155], [0.645, -1.955, -4.926], [0.880, 0.053, 3.497], [0.181, 3.022, 1.739], [-1.658, 2.016, -0.561], [1.316, 0.820, 3.184], [-2.227, 2.383, 3.685], [3.023, -1.364, -0.694], [-1.094, 1.414, 1.754], [-3.340, 1.297, 2.896], [0.115, -1.771, -3.959], [2.114, -2.004, -0.561], [1.871, -3.133, -2.393], [-2.994, 2.788, 2.181], [-0.719, 0.598, -0.589], [-0.200, 3.834, 1.177], [-0.291, -2.747, -3.836]], "homo_ha": -0.339, "total_charge": 0, "de_lowest_kcal_mol": 114.5, "e_lumo_ev": 0.81}

***

[5]
{"formula": "C10H21AuCl2P", "method": "the ωB97M-V functional and the def2-TZVPD basis", "species": ["H", "C", "H", "H", "H", "Cl", "H", "C", "C", "H", "H", "Au", "H", "P", "C", "H", "H", "C", "H", "H", "H", "H", "H", "H", "C", "H", "H", "C", "C", "Cl", "H", "H", "C", "C", "H"], "coordinates": [[-0.631, 1.923, -1.904], [0.240, -0.586, 4.437], [3.569, -1.135, -1.826], [-2.154, -0.009, -3.336], [-1.161, -0.961, -2.237], [0.722, -1.957, -0.345], [0.773, -1.557, 4.521], [-1.080, -1.730, 2.396], [1.918, 0.161, -2.095], [-0.311, -0.242, -4.690], [-2.204, 0.712, 0.296], [0.348, 0.180, 0.410], [-0.397, -2.593, 2.255], [-0.099, -0.221, 2.679], [-1.363, 1.130, -1.699], [3.494, 0.325, -0.689], [0.183, 1.228, -3.853], [1.240, -0.553, -3.224], [1.420, 1.066, -1.746], [1.938, -0.673, -4.064], [0.893, 0.207, 4.861], [-0.700, -0.634, 5.025], [-1.706, -1.602, 1.492], [-1.492, 1.366, 3.923], [-1.225, 0.007, -2.752], [-1.464, 1.750, 2.177], [0.956, -1.557, -2.877], [-1.263, 0.673, -0.272], [-0.843, 1.413, 3.024], [1.529, 2.126, 0.690], [-2.357, 1.594, -1.814], [-0.038, 2.156, 3.198], [-0.034, 0.161, -3.708], [3.049, -0.233, -1.508], [-1.747, -1.936, 3.257]], "homo_ha": [-0.118, -0.131], "total_charge": -1, "de_lowest_kcal_mol": 6.8, "spin_multiplicity": 3, "s2": 2.008, "e_lumo_ev": [3.37, 3.21]}

***

[6]
{"formula": "C10H21BN3O2", "method": "the ωB97M-V functional and the def2-TZVPD basis", "species": ["N", "H", "H", "C", "C", "H", "O", "H", "C", "B", "H", "H", "H", "N", "N", "C", "H", "H", "H", "H", "H", "H", "C", "H", "H", "H", "O", "C", "H", "C", "C", "H", "H", "C", "H", "C", "H"], "coordinates": [[-0.152, -2.934, -0.650], [1.518, 0.874, -4.444], [2.010, 0.215, 2.469], [-2.543, 3.047, 1.597], [-0.415, 2.386, 3.018], [-3.378, 3.882, 1.744], [-0.292, -3.332, 0.626], [-2.928, 2.089, 1.046], [-0.416, -3.000, -2.911], [1.120, -0.915, -3.641], [-1.686, 3.565, 0.972], [-1.112, 0.142, 3.401], [0.054, 3.036, 3.901], [0.504, -1.815, -2.565], [-0.818, -3.695, -1.612], [0.864, 0.051, 2.260], [-0.928, -2.746, 1.134], [2.165, -0.002, -0.962], [2.086, -2.693, -4.769], [-0.767, -3.345, -3.988], [0.681, -1.120, 2.393], [0.555, -2.054, -5.666], [0.687, -1.742, -1.065], [-2.343, 3.466, 3.919], [2.261, -1.058, -5.697], [-0.550, 0.228, 0.377], [1.421, 0.522, -3.491], [-0.145, 0.796, 3.315], [0.875, 1.492, 0.387], [-2.048, 2.638, 3.115], [1.561, -0.656, -0.198], [2.271, -1.214, 0.553], [-2.659, 1.677, 3.416], [0.588, 0.385, 0.678], [0.073, 2.786, 2.031], [1.504, -1.698, -5.075], [0.383, 0.740, 4.382]], "homo_ha": -0.468, "total_charge": 1, "e_lumo_ev": -4.44}

***

Number 1: E_tot -24502.4973 eV. Number 2: E_tot -15152.6612 eV. Number 3: E_tot -19253.4529 eV. Number 4: E_tot -20616.2078 eV. Number 5: E_tot -48734.4186 eV. Number 6: E_tot -19939.0154 eV.